[1]
Formula: C11H23Cl4NO8
Source: the Open Molecules 2025 dataset
Level of theory: ωB97M-V with the def2-TZVPD basis set

Structure (ORCA input):
```
! wB97M-V def2-TZVPD RIJCOSX def2/J DEFGRID3
* xyz 0 1
H -1.636 -0.117 -0.528
H -0.474 5.147 1.182
C -2.475 -2.614 -2.776
C 2.478 1.242 -2.550
H -1.405 -2.503 -2.581
H 0.610 4.379 2.352
O -2.923 -3.948 -2.631
C 0.565 5.004 1.463
H -3.691 -4.282 1.189
O -2.561 -3.684 -0.463
H 3.425 0.028 0.272
O 1.764 2.342 -2.696
H 0.706 0.640 1.299
H 2.916 3.142 -4.250
H -2.250 -5.197 0.931
H 1.330 2.601 -4.727
C -0.099 -2.326 4.263
Cl 1.183 6.630 1.872
C 1.359 4.395 0.333
H -2.957 -1.924 -2.079
H -0.714 -2.579 3.404
O 3.088 0.642 -3.392
H 2.435 4.462 0.461
H 1.087 3.349 0.201
Cl 0.964 5.189 -1.221
C -3.034 -4.499 -1.426
O 2.391 0.869 -1.260
O -3.479 -5.591 -1.238
C -0.127 0.022 0.976
O -0.368 -0.534 5.698
H 0.114 -3.235 4.816
H 3.122 -1.067 -1.070
C -2.658 -4.185 0.858
Cl -1.492 2.152 -0.014
H -0.131 0.589 -1.122
H 1.502 4.064 -3.717
C -0.807 0.541 -0.275
N -0.945 -1.426 5.110
C 1.882 3.068 -3.909
H 0.797 -1.773 4.014
H 4.371 0.216 -1.195
H -2.710 -2.295 -3.786
H -2.054 -3.559 1.506
O -2.135 -1.642 5.147
H -0.858 -0.086 1.773
C 3.385 -0.043 -0.814
Cl 0.508 -1.607 0.596
*
```

Results
- Orbital gap: 10.775 eV
- SMILES: C[N+](=O)[O-].COC(=O)OC.COC(=O)OC.ClCCCl.ClCCCl

Atomic partial charges in e from the Löwdin method, atoms 1 to 5: atom 1 (H): 0.06, atom 2 (H): 0.05, atom 3 (C): -0.05, atom 4 (C): -0.62, atom 5 (H): 0.09

=====

[2]
Formula: C11H23Cl9N4O4
Source: the Open Molecules 2025 dataset
Level of theory: ωB97M-V with the def2-TZVPD basis set

Structure (ORCA input):
```
! wB97M-V def2-TZVPD RIJCOSX def2/J DEFGRID3
* xyz -1 2
N -5.346 23.976 -4.571
Cl -9.554 23.753 -8.419
C -8.178 27.292 -10.496
C -9.171 22.798 -7.035
H -12.912 26.871 -6.602
H -6.746 22.710 -9.013
C -7.253 26.180 -10.156
H -8.479 27.215 -2.848
H -9.194 26.205 -1.579
Cl -12.050 24.686 -6.415
H -9.406 25.762 -11.092
H -2.342 24.684 -4.791
C -10.416 22.007 -2.066
H -8.323 19.404 -2.465
Cl -5.585 20.750 -9.300
C -10.169 26.498 -3.528
C -9.488 21.002 -2.792
H -2.687 24.927 -3.130
H -3.592 25.901 -4.341
Cl -11.589 26.523 -8.702
H -10.028 22.710 -6.368
H -10.171 21.913 -1.008
N -9.560 25.578 -4.290
H -10.146 23.037 -2.302
O -4.139 22.829 -3.238
H -10.068 25.309 -5.120
H -7.872 25.286 -10.083
H -6.014 23.232 -4.423
C -5.700 22.531 -9.266
Cl -4.661 23.375 -8.023
H -8.640 25.208 -4.098
C -9.408 26.954 -2.342
C -3.159 24.928 -4.112
Cl -8.706 21.168 -7.619
H -6.377 26.005 -10.781
O -11.323 26.969 -3.917
H -5.472 24.522 -5.411
Cl -14.266 25.604 -8.001
Cl -7.731 23.468 -6.271
H -9.917 27.347 -11.601
H -6.963 26.367 -9.122
H -11.486 21.801 -2.089
O -7.806 28.454 -10.442
H -9.081 20.111 -1.023
H -9.814 27.863 -1.899
N -9.241 26.757 -11.137
O -9.454 21.057 -4.054
C -4.209 23.812 -3.961
C -12.731 26.064 -7.312
Cl -5.504 23.240 -10.875
N -8.819 20.149 -1.998
*
```

Results
- Orbital gap (spin up / spin down): 2.136 / 8.693 eV

Atomic partial charges in e from the Löwdin method, atoms 1 to 5: atom 1 (N): 0.10, atom 2 (Cl): 0.53, atom 3 (C): -0.62, atom 4 (C): -1.52, atom 5 (H): 0.02